*P*
DFT (ωB97M-V/def2-TZVPD) results for one molecule with the formula C6H9N.

Results
Net charge: 0

Last column: Mulliken charge in e.
Atoms and positions in Å:
H 0.552 1.754 2.134  0.364
H 1.728 -1.257 -0.893  0.262
H -0.508 0.801 3.181  0.311
H -1.068 -0.735 1.460  0.241
C 0.881 -0.609 0.843  -0.666
H -0.304 -1.419 -2.924  0.307
C -0.415 0.086 1.103  1.013
H 1.658 -0.969 1.512  0.419
C -0.181 -0.200 -1.128  0.555
N 0.956 -0.774 -0.439  0.058
C -0.385 1.190 2.166  -1.351
C -1.034 0.397 -0.253  -1.200
H 0.652 0.063 -3.126  0.320
H -1.111 0.153 -2.977  0.300
C -0.222 -0.367 -2.617  -1.299
H -1.200 1.887 1.958  0.367

---

*Q*
DFT (ωB97M-V/def2-TZVPD) results for a 2-piece molecular cluster, C6H9N overall.

Results
Net charge: 0

Last column: Mulliken charge in e.
Atoms and positions in Å:
H -3.666 0.197 0.000  0.361
C 1.945 -2.123 -0.190  -1.282
H -1.618 0.865 0.558  -0.040
C -2.673 -0.207 0.024  -0.119
C -0.330 0.950 0.645  0.009
H 1.216 2.108 -0.343  0.318
H 2.440 -2.427 0.734  0.294
H -0.245 1.871 -1.306  0.308
H -0.011 1.117 1.674  0.319
N -2.002 -1.140 -0.262  -0.401
C 0.128 2.050 -0.297  -1.094
C -0.050 -0.407 0.187  0.185
H -0.255 3.016 0.039  0.343
H 2.697 -1.744 -0.885  0.285
H 1.486 -3.009 -0.640  0.307
C 0.936 -1.116 0.064  0.207

---

Most stable: *P*. Least stable: *Q*.

---

*P*
DFT (ωB97M-V/def2-TZVPD) results for one molecule with the formula C6H9N.

Results
Net charge: 0

Last column: Mulliken charge in e.
Atoms and positions in Å:
C -1.429 0.331 -1.376  0.736
H -2.551 1.120 -2.986  0.294
H -0.662 1.637 1.400  0.311
C -0.835 0.494 -0.339  0.089
H 3.052 -1.481 0.855  0.276
C -2.160 0.159 -2.633  -1.318
N 1.293 -0.925 1.828  -0.076
H 1.650 -1.310 2.699  0.269
H -1.511 -0.246 -3.416  0.288
C 2.045 -1.112 0.743  -0.681
C -0.114 0.826 0.905  -1.240
C 0.163 -0.226 1.924  -0.314
H -0.415 -0.331 2.830  0.419
H -3.008 -0.522 -2.510  0.292
H 1.572 -1.004 -0.221  0.250
H 0.875 1.227 0.607  0.406

---

*Q*
DFT (ωB97M-V/def2-TZVPD) results for one molecule with the formula C6H9N.

Results
Net charge: 0

Last column: Mulliken charge in e.
Atoms and positions in Å:
C 1.264 0.489 1.398  -0.039
C -1.278 -0.143 -0.421  0.386
H 0.383 -0.978 -1.533  0.304
C 0.117 -0.478 -0.602  -0.802
H -2.814 1.092 -1.372  0.267
H 2.993 1.325 2.082  0.257
H -1.558 0.247 0.553  0.425
C 2.285 0.512 2.353  -0.988
C 1.039 -0.239 0.348  0.001
N -2.226 -1.013 -1.141  -0.579
C -2.047 0.352 -1.595  -0.497
H 1.630 -1.194 0.231  0.161
H 2.891 -0.414 2.313  0.291
H -1.557 0.451 -2.559  0.232
H -3.075 -1.083 -0.580  0.253
H 2.049 0.801 3.382  0.329

---

*R*
DFT (ωB97M-V/def2-TZVPD) results for a 2-piece molecular cluster, C6H9N overall.

Results
Net charge: 0

Last column: Mulliken charge in e.
Atoms and positions in Å:
C -1.389 -1.071 1.463  -1.065
H -0.996 -0.184 1.987  0.284
C -0.657 -1.154 0.184  0.593
C -0.424 -0.788 -1.031  -0.841
H -0.737 -0.366 -1.973  0.463
C 0.787 -1.176 -0.221  -0.084
H 0.820 2.470 -0.200  0.321
C 0.367 1.924 -1.028  -1.086
H -1.191 -1.947 2.090  0.327
N 2.303 0.361 1.267  -0.480
H -0.436 1.304 -0.604  0.175
H 1.156 1.331 -1.517  0.266
H 1.313 -2.089 -0.495  0.381
H -2.464 -0.939 1.308  0.302
H -0.102 2.580 -1.764  0.330
C 1.649 -0.257 0.535  0.114

---

*S*
DFT (ωB97M-V/def2-TZVPD) results for one molecule with the formula C6H9N.

Results
Net charge: 0

Last column: Mulliken charge in e.
Atoms and positions in Å:
N 0.226 0.684 0.912  -0.317
H -0.246 0.826 -2.584  0.225
H 1.981 0.216 2.162  0.235
H -1.939 -1.851 -1.940  0.232
H -2.879 -0.272 -2.361  0.267
H 1.891 -0.016 -0.196  0.267
C 0.026 -0.607 1.552  -0.410
C -2.001 -0.774 -1.982  -0.803
H 0.512 -1.482 1.118  0.236
H 0.569 0.984 3.037  0.231
C 1.056 0.714 -0.299  -0.197
C -0.924 -0.143 -1.615  0.351
H -0.970 -0.791 1.949  0.242
C 0.907 0.412 2.173  -0.382
C 0.250 0.410 -1.584  -0.550
H 1.542 1.691 -0.342  0.374

---

Most stable: *R*. Least stable: *Q*.

---

*P*
DFT (ωB97M-V/def2-TZVPD) results for C6H9N as an isolated structure.

Results
Net charge: 0

Last column: Mulliken charge in e.
Atoms and positions in Å:
C -1.055 1.043 -0.142  -0.515
C -1.320 -0.085 0.836  -0.260
H -0.181 0.070 -2.071  0.461
N 0.868 -0.488 -0.245  -0.081
C -0.311 -0.044 -0.994  -0.447
H -1.689 -2.005 -0.558  0.427
H -2.021 -0.119 1.666  0.391
H 2.934 -0.241 -0.355  0.312
C 2.048 0.346 -0.068  -0.855
H 2.206 0.715 0.958  0.275
H -0.487 1.911 0.221  0.277
H 2.001 1.214 -0.744  0.309
H -1.973 1.380 -0.640  0.309
H 0.240 -1.631 1.585  0.404
C -1.143 -1.129 -0.232  -0.400
C -0.053 -0.974 0.773  -0.607

---

*Q*
DFT (ωB97M-V/def2-TZVPD) results for one molecule with the formula C6H9N.

Results
Net charge: 0

Last column: Mulliken charge in e.
Atoms and positions in Å:
C 1.124 0.075 0.010  0.213
C -2.523 -0.482 -0.137  -1.194
N 0.683 1.361 0.195  -0.038
C 2.528 -0.440 0.003  -1.131
H -2.663 -0.903 -1.139  0.266
H -3.318 0.249 0.036  0.319
H 2.534 -1.297 -0.678  0.298
C -0.720 1.370 0.166  -0.798
C 0.020 -0.719 -0.113  -0.489
H 0.044 -1.796 -0.183  0.366
H 1.305 2.157 0.187  0.208
H 3.298 0.261 -0.333  0.347
H 2.820 -0.819 0.990  0.243
H -1.335 2.214 0.452  0.370
C -1.141 0.083 -0.023  0.734
H -2.653 -1.312 0.567  0.288

---

Most stable: *Q*. Least stable: *P*.

---

*P*
DFT (ωB97M-V/def2-TZVPD) results for one molecule with the formula C6H9N.

Results
Net charge: 0

Last column: Mulliken charge in e.
Atoms and positions in Å:
H -2.038 1.564 1.452  0.301
N 0.646 -1.469 0.524  -0.671
C 0.645 0.792 -0.227  -0.638
C 2.802 -0.555 -0.270  -1.257
H 3.337 0.348 0.043  0.322
H 2.914 -0.642 -1.358  0.283
C 1.334 -0.491 0.080  0.948
H -3.337 -0.493 0.548  0.263
H 3.275 -1.426 0.193  0.376
H 1.184 1.552 -0.791  0.308
H 1.242 -2.289 0.650  0.222
C -1.844 1.023 0.527  -0.157
C -0.610 0.966 0.117  0.057
C -2.999 0.306 -0.123  -0.998
H -2.702 -0.157 -1.066  0.316
H -3.850 0.972 -0.299  0.327

---

*Q*
DFT (ωB97M-V/def2-TZVPD) results for one molecule with the formula C6H9N.

Results
Net charge: 0

Last column: Mulliken charge in e.
Atoms and positions in Å:
H -1.671 -0.707 0.113  0.402
C -0.677 -0.485 -0.290  0.274
H -1.363 -0.026 -2.372  0.334
H 2.486 -0.089 0.700  0.446
C 0.161 -1.670 -0.692  -0.331
H -0.566 0.484 2.498  0.260
N 1.414 -1.492 -0.501  -0.560
H -0.193 -2.623 -1.054  0.433
C 1.507 -0.337 0.323  -0.643
H -1.138 1.402 -1.343  0.303
C -0.023 1.093 1.761  -1.185
H -0.669 1.937 1.503  0.297
H 0.888 1.458 2.244  0.358
H 0.279 0.456 -1.943  0.359
C 0.317 0.197 0.625  0.450
C -0.751 0.401 -1.573  -1.197

---

Most stable: *Q*. Least stable: *P*.

---

*P*
DFT (ωB97M-V/def2-TZVPD) results for C6H9N as an isolated structure.

Results
Net charge: 0

Last column: Mulliken charge in e.
Atoms and positions in Å:
C -0.650 1.188 -1.605  -1.226
C 0.657 0.241 1.511  -0.396
H -0.253 0.572 -2.416  0.338
N 0.528 -0.536 0.183  0.003
H 0.878 -0.428 2.348  0.313
H 2.183 -1.327 -0.833  0.200
C -0.787 0.542 1.167  -0.455
C -0.930 -0.725 0.359  -0.356
H -1.461 -1.648 0.199  0.486
C -0.522 0.441 -0.331  0.561
H -1.704 1.400 -1.808  0.333
H 1.214 -2.424 0.204  0.190
H 1.358 1.081 1.458  0.246
H -1.574 1.091 1.666  0.397
H -0.110 2.139 -1.570  0.282
C 1.172 -1.606 -0.531  -0.917

---

*Q*
DFT (ωB97M-V/def2-TZVPD) results for one molecule with the formula C6H9N.

Results
Net charge: 0

Last column: Mulliken charge in e.
Atoms and positions in Å:
H -0.317 -0.106 2.079  0.398
C 1.023 0.572 -0.623  -0.636
C -0.426 0.135 -0.162  1.328
C -0.429 -1.312 0.180  -1.263
H -1.714 1.847 -0.043  0.309
C -1.667 0.873 -0.527  -1.417
N 2.084 -0.410 -0.457  -0.639
C 1.567 0.242 0.717  -0.246
C 0.175 -0.287 1.131  -0.206
H 1.220 1.425 -1.266  0.440
H 0.016 -1.801 -0.665  0.238
H 1.790 -1.379 -0.535  0.305
H -2.541 0.283 -0.232  0.331
H 2.236 0.778 1.385  0.392
H -1.723 1.019 -1.613  0.346
H -1.337 -1.769 0.574  0.320

---

*R*
DFT (ωB97M-V/def2-TZVPD) results for one molecule with the formula C6H9N.

Results
Net charge: 0

Last column: Mulliken charge in e.
Atoms and positions in Å:
C 0.745 0.309 -0.703  0.022
H -1.468 -0.666 1.894  0.240
C 1.436 1.474 0.018  -0.590
C -0.359 -0.429 0.012  0.454
H 1.416 -1.444 0.832  0.193
C -1.353 -0.029 1.023  -0.635
N 2.284 0.418 -0.167  -0.624
H -1.479 1.036 1.202  0.260
C 0.838 -1.221 -0.055  -0.541
H -2.203 -1.580 -0.363  0.236
H 1.104 1.802 1.023  0.239
C -1.791 -0.573 -0.326  -0.603
H -2.219 0.129 -1.036  0.265
H 1.431 2.311 -0.699  0.307
H 0.652 0.389 -1.787  0.501
H 0.969 -1.926 -0.869  0.277

---

Most stable: *Q*. Least stable: *P*.

---

*P*
DFT (ωB97M-V/def2-TZVPD) results for one molecule with the formula C15H26O.

Results
Net charge: 0

Last column: Mulliken charge in e.
Atoms and positions in Å:
C 2.802 -0.275 -4.401  -0.810
C 0.993 -1.255 -1.710  -0.912
H -0.219 2.791 4.934  0.439
H -1.833 -0.424 0.898  0.393
H -2.794 3.663 3.669  0.327
H -0.986 -0.886 -0.970  0.406
H 0.428 0.613 0.746  -0.182
H 1.587 -2.105 -2.050  0.453
C -0.002 -2.630 2.714  -1.647
C -1.091 -0.595 1.678  -0.915
H -1.216 2.323 0.958  0.237
H -1.615 -0.625 2.635  0.447
H -0.903 -2.934 3.248  0.338
C -0.369 -1.896 1.457  0.946
H -0.060 1.140 4.325  0.251
C 2.122 0.172 -3.363  -0.681
H 0.571 -1.982 3.376  0.305
H 2.553 0.944 -2.734  0.261
H 1.582 -0.725 -0.954  0.375
C -1.903 3.778 3.053  -1.357
H -0.037 -0.342 -4.900  0.472
O -0.017 0.818 -2.490  -0.633
C -1.124 2.495 3.022  0.968
H -1.301 4.575 3.490  0.340
C -0.110 0.593 1.695  0.212
H 0.495 -3.311 0.203  0.311
C -0.845 1.885 1.876  -0.772
C 0.761 -0.298 -2.903  1.706
H 3.780 0.110 -4.639  0.287
H -0.785 -2.473 -1.725  0.445
H 2.423 -1.040 -5.056  0.245
C -0.314 -1.738 -1.068  -0.538
C -0.721 1.999 4.379  -1.421
H 0.461 1.290 -1.799  0.358
H 0.588 -3.517 2.498  0.399
C -0.044 -2.373 0.260  -0.828
H -1.608 1.712 4.944  0.314
H 0.625 0.440 2.488  0.351
H -2.207 4.080 2.054  0.333
C -0.037 -0.974 -4.016  -2.090
H -1.064 -1.102 -3.688  0.459
H 0.386 -1.943 -4.261  0.408

---

*Q*
DFT (ωB97M-V/def2-TZVPD) results for C15H26O as an isolated structure.

Results
Net charge: 0

Last column: Mulliken charge in e.
Atoms and positions in Å:
H -0.760 -1.978 2.239  0.369
C 3.694 0.808 -0.201  1.118
H 3.587 2.141 1.611  0.438
C 0.128 -1.160 0.292  1.122
C -0.241 0.206 0.572  -0.093
H -1.845 0.448 -1.630  0.932
H -2.340 -2.007 -2.226  0.378
C -2.406 -0.183 -1.246  -0.852
H 2.796 0.050 1.547  0.395
C 3.897 0.689 -1.415  -1.145
H -1.034 0.327 2.540  0.643
C -3.098 0.707 -0.185  1.925
C 2.612 -1.774 0.053  -0.936
H 3.327 1.121 -2.165  0.371
O -4.656 0.284 -0.205  -0.652
C -2.878 -1.387 -1.524  -0.995
C -0.346 -2.225 1.290  -1.946
H -2.870 -0.641 1.347  0.889
H -1.190 1.758 1.818  0.428
H 3.304 -2.003 -0.694  0.461
H 0.201 0.859 -0.302  0.187
H -1.169 -2.552 0.800  0.536
H -3.662 2.272 -1.337  0.413
H -2.174 2.285 -0.330  0.835
H -5.083 0.415 -1.048  0.353
C -1.237 0.468 1.409  -0.919
C 2.967 -0.333 0.620  -0.671
H -3.898 -1.812 -0.894  0.202
H 3.944 -0.339 -2.006  0.206
C -2.667 0.194 1.222  -2.310
H 0.377 -3.139 1.407  0.319
H 4.893 2.260 0.664  0.453
H -3.469 0.800 1.867  0.309
H 0.873 -2.537 -1.154  0.247
H 2.500 -2.378 0.923  0.327
H 4.985 1.144 -1.970  0.205
C 3.903 2.053 0.640  -1.471
C -3.073 2.086 -0.466  -2.778
H -3.592 2.508 0.196  0.751
H 1.186 -0.695 -1.470  0.131
H 3.424 2.829 -0.105  0.226
C 1.092 -1.568 -0.483  -0.400

---

Most stable: *P*. Least stable: *Q*.